Record 1
A single C19H20N4O2 molecule, computed with ωB97M-V/def2-TZVPD.

XYZ file:
```
45
Properties=species:S:1:pos:R:3:forces:R:3
O 2.723 -1.099 -3.322 -0.2 -0.4 -0.6
N -1.918 1.945 2.984 1.6 -0.2 1.9
N 0.466 1.946 2.721 -0.6 0.2 0.9
O 3.258 -3.594 -3.713 -0.1 -0.8 0.7
C 2.671 -1.290 -2.107 0.3 0.5 -0.2
C 2.485 -0.116 -1.258 -0.9 1.1 0.2
C 1.599 0.860 -1.669 0.5 -0.5 1.9
C -0.654 1.877 3.475 0.3 -0.3 -1.1
C -2.029 2.151 1.687 -1.5 0.4 0.1
C 0.301 2.161 1.415 -1.2 -0.3 -0.5
C 2.922 -5.293 -0.463 0.2 0.3 -1.3
C 2.717 -4.199 0.355 -0.3 0.8 -0.2
C 3.098 -5.060 -1.847 -0.2 0.2 1.2
C 2.598 -2.915 -0.186 0.1 0.2 1.1
C 3.040 -3.759 -2.375 0.5 0.0 -0.9
C 2.807 -2.647 -1.541 -0.4 -0.4 0.4
C -0.957 2.292 0.841 1.7 -0.1 -1.5
N 1.282 1.989 -0.905 -0.7 -0.1 -0.5
N -3.299 2.286 1.182 -0.9 -0.5 0.0
C 1.531 2.121 0.554 0.3 -1.0 -0.7
C -1.133 2.426 -0.680 -0.2 1.3 0.6
C 0.170 2.872 -1.362 0.3 -1.2 0.6
C -5.436 0.894 0.965 0.2 -0.3 0.9
C -4.461 0.158 1.890 -0.7 0.0 0.4
C -4.457 1.664 1.823 0.4 0.0 0.1
H 3.101 -2.660 -3.963 -0.1 0.1 0.4
H 3.059 -0.012 -0.330 -0.4 -0.2 -0.3
H 1.007 0.684 -2.582 0.5 0.4 0.4
H -0.448 1.666 4.556 -0.7 0.3 -1.1
H 2.921 -6.308 -0.050 0.2 0.4 -0.3
H 2.605 -4.299 1.417 -0.1 -0.2 0.3
H 3.289 -5.901 -2.480 0.0 -0.2 -0.5
H 2.328 -2.115 0.540 0.3 -0.5 -0.9
H -3.352 2.359 0.181 -0.1 0.0 0.0
H 2.113 1.268 0.940 0.0 0.5 -0.4
H 2.092 3.023 0.698 0.5 0.5 0.3
H -1.482 1.483 -1.099 -0.1 -0.1 -0.1
H -1.902 3.223 -0.864 0.5 -0.7 -0.1
H 0.382 3.906 -1.089 0.2 0.0 0.0
H 0.097 2.804 -2.447 0.0 0.0 0.1
H -5.228 0.794 -0.082 -0.1 0.2 -0.4
H -6.500 0.877 1.267 0.8 0.2 -0.4
H -4.929 -0.290 2.782 0.5 0.2 -0.5
H -3.612 -0.390 1.454 -0.5 0.4 0.2
H -4.863 2.219 2.682 0.3 -0.3 -0.5
```
Forces are in eV/Å.

Values from the calculation:
Lowest unoccupied orbital energy in eV: 0.2
Kohn-Sham gap in eV: 8.482
Total charge: 0
Molecular weight in g mol⁻¹: 336.4
Max |F| in hartree/bohr: 0.0481
HOMO energy in eV: -8.24
SMILES: O=C(/C=C/N1CCc2c(ncnc2NC2CC2)C1)c1ccccc1O

***

Record 2
A molecular structure, C19H20N6O3Pd, computed with ωB97M-V/def2-TZVPD.

XYZ file:
```
49
Properties=species:S:1:pos:R:3:forces:R:3
Pd 1.401 0.724 0.066 0.5 -0.1 -0.9
C 1.364 5.418 0.796 0.0 0.0 0.0
C 2.245 4.583 1.472 0.0 0.0 -0.1
C 2.217 3.211 1.245 0.1 0.2 0.1
C 1.325 2.681 0.328 -0.2 -1.1 0.1
C 0.427 3.504 -0.328 -0.1 0.2 -0.1
C 0.451 4.875 -0.098 0.1 0.0 0.0
H 1.387 6.487 0.968 0.0 0.0 0.0
H 2.950 4.996 2.184 0.0 0.0 0.0
H 2.890 2.561 1.791 0.0 0.0 0.0
H -0.293 3.094 -1.026 0.0 0.0 0.0
H -0.250 5.517 -0.617 0.0 0.0 0.0
N 2.660 -3.509 -0.156 -0.1 -0.1 -0.1
C 2.799 -2.168 0.019 0.0 -0.1 0.0
N 1.698 -1.518 -0.206 -0.4 0.4 0.1
C 0.746 -2.479 -0.543 0.1 0.0 0.0
C -0.606 -2.344 -0.858 0.0 0.0 0.0
C -1.306 -3.495 -1.160 0.0 0.0 0.0
C -0.691 -4.758 -1.145 0.0 0.0 0.0
C 0.643 -4.906 -0.824 0.0 -0.1 0.0
C 1.346 -3.743 -0.523 0.0 0.1 0.0
H 3.383 -4.196 -0.046 0.0 0.0 0.0
H 3.735 -1.718 0.313 0.0 0.0 0.0
H -1.080 -1.371 -0.848 0.0 0.0 -0.1
H -2.359 -3.426 -1.404 0.0 0.0 0.0
H -1.279 -5.636 -1.383 0.0 0.0 0.0
H 1.115 -5.881 -0.804 0.0 0.0 0.0
C -4.242 0.322 1.583 0.1 0.0 0.0
N -2.809 0.288 1.841 -0.1 -0.1 0.0
C -2.323 0.007 3.087 0.0 0.0 0.0
C -1.009 -0.095 3.342 0.1 -0.1 0.0
C -0.093 0.104 2.237 -0.2 0.0 0.1
O 1.147 0.096 2.354 0.0 0.2 0.2
N -0.618 0.319 1.004 0.0 0.3 0.2
C -1.937 0.418 0.752 0.0 0.0 0.0
O -2.403 0.596 -0.379 0.1 0.0 0.0
H -4.764 0.597 2.497 0.0 0.0 0.0
H -4.603 -0.650 1.240 0.0 0.0 0.0
H -4.447 1.052 0.807 0.0 0.0 0.0
H -3.069 -0.117 3.861 0.0 0.0 0.0
H -0.630 -0.300 4.330 0.0 0.0 0.0
N 1.214 -0.337 -4.124 -0.1 0.0 0.0
C 0.991 0.285 -2.928 0.0 0.1 -0.2
N -0.297 0.576 -2.640 0.2 0.1 0.0
O 1.955 0.587 -2.213 -0.2 0.2 0.4
H 0.465 -0.739 -4.655 0.0 0.0 0.0
H 2.149 -0.657 -4.296 0.0 0.0 0.0
H -1.060 0.228 -3.189 0.0 -0.1 0.0
H -0.535 0.919 -1.721 -0.1 -0.1 0.1
```
Forces are in eV/Å.

Values from the calculation:
Lowest unoccupied orbital energy in eV: 0.5
Kohn-Sham gap in eV: 8.217
Total charge: 0
Molecular weight in g mol⁻¹: 486.8
Max |F| in hartree/bohr: 0.0223
HOMO energy in eV: -7.70

***

Record 3
A molecular structure, C19H20N6S2Ti, computed with ωB97M-V/def2-TZVPD.

XYZ file:
```
48
Properties=species:S:1:pos:R:3:forces:R:3
Ti 12.062 5.286 7.813 0.6 0.3 0.4
C 13.818 4.970 10.296 -0.2 -0.5 0.4
N 12.490 5.559 9.982 -0.6 -0.7 -0.1
C 12.324 6.978 10.362 0.4 0.3 -0.1
C 12.159 7.798 9.121 0.2 2.1 -1.8
N 12.192 7.257 7.871 -1.1 1.0 0.9
C 11.928 8.317 6.933 1.1 -1.1 0.4
C 12.018 8.276 5.547 -0.3 0.0 -0.7
C 11.988 9.488 4.850 0.0 -1.0 0.1
C 11.890 10.678 5.553 0.0 0.8 0.9
C 11.871 10.709 6.955 -0.2 1.0 0.1
C 11.869 9.501 7.639 0.5 0.2 0.7
N 12.030 9.157 9.027 -0.4 -1.1 -0.2
C 14.575 4.774 9.029 2.5 -0.3 -2.3
N 13.980 4.768 7.801 1.1 -0.2 0.6
C 15.027 4.581 6.814 -1.1 0.2 1.3
C 14.943 4.529 5.443 0.3 -0.2 -1.3
C 16.130 4.331 4.710 -1.0 0.3 0.2
C 17.341 4.215 5.377 0.7 0.1 0.3
C 17.414 4.309 6.766 0.8 -0.5 0.6
C 16.233 4.464 7.486 0.0 0.2 0.5
N 15.933 4.606 8.881 -1.4 0.0 0.2
H 13.637 3.994 10.778 0.3 0.3 -0.1
H 14.382 5.600 10.996 -0.1 -0.2 -0.1
H 11.744 5.006 10.425 0.6 0.3 0.2
H 13.219 7.302 10.915 -0.4 0.1 -0.1
H 11.466 7.082 11.020 -0.1 0.1 0.1
H 12.063 7.328 5.000 0.2 0.4 0.3
H 12.076 9.491 3.762 -0.1 0.0 0.4
H 11.843 11.631 5.018 0.1 -0.4 0.2
H 11.875 11.674 7.489 -0.1 -0.6 -0.4
H 11.973 9.816 9.820 0.1 -0.6 -0.7
H 13.997 4.625 4.910 0.2 0.0 0.2
H 16.114 4.297 3.617 -0.1 0.0 0.5
H 18.264 4.077 4.798 -0.5 0.0 0.4
H 18.381 4.185 7.283 -0.6 0.2 -0.4
H 16.602 4.526 9.662 -0.5 0.1 -0.7
S 10.829 4.355 6.091 -1.4 -0.4 -0.4
C 9.276 4.723 6.795 -1.9 -0.3 -1.2
N 8.066 4.401 6.249 3.6 0.8 1.1
C 6.887 4.862 6.945 -0.9 -0.1 -0.2
C 7.358 5.235 8.351 -1.3 -0.5 1.0
S 9.135 5.615 8.316 -0.2 -0.5 -1.4
H 8.016 3.978 5.331 0.1 -0.1 -0.1
H 6.129 4.046 6.934 0.6 0.4 0.4
H 6.398 5.690 6.415 0.5 0.0 0.0
H 7.233 4.367 9.014 0.0 0.4 -0.1
H 6.790 6.087 8.749 0.3 -0.2 0.0
```
Forces are in eV/Å.

Values from the calculation:
2S+1: 2
⟨S²⟩: 0.75
Lowest unoccupied orbital energy (alpha / beta) in eV: -10.3 / -9.9
Kohn-Sham gap (alpha / beta) in eV: 6.824 / 7.178
Total charge: +3
Molecular weight in g mol⁻¹: 444.4
Max |F| in hartree/bohr: 0.0744
HOMO energy (alpha / beta) in eV: -17.09 / -17.10

***

Record 4
A molecular structure, C19H21B2CrN5O2S3, computed with ωB97M-V/def2-TZVPD.

XYZ file:
```
53
Properties=species:S:1:pos:R:3:forces:R:3
Cr -3.218 -1.162 1.246 -0.7 0.8 0.0
S -5.766 -0.958 1.726 0.2 -0.3 0.0
C -5.525 -2.312 2.765 0.1 0.0 -0.1
S -3.948 -3.024 2.819 0.1 0.0 0.1
C -6.556 -2.836 3.550 -0.2 -0.1 0.1
C -7.872 -2.282 3.546 0.3 -0.1 0.0
N -8.950 -1.868 3.587 -0.1 0.0 0.0
C -6.362 -3.972 4.395 -0.1 0.2 -0.2
N -6.256 -4.895 5.081 0.0 0.0 0.1
C 1.328 -2.703 -0.169 -0.1 0.0 -0.1
N 0.380 -2.657 -1.267 0.0 0.1 0.0
C 0.618 -2.133 -2.532 -0.3 -0.2 -0.1
C -0.564 -2.077 -3.174 0.3 -0.2 0.0
N -1.521 -2.612 -2.322 0.1 0.3 0.4
C -0.953 -2.904 -1.105 0.1 0.2 -0.3
S -1.744 -3.345 0.286 0.0 -0.6 -0.1
H 2.265 -2.263 -0.507 0.0 0.0 0.0
H 1.489 -3.731 0.156 0.0 0.0 0.0
H 0.930 -2.131 0.669 0.0 0.0 0.0
H 1.604 -1.848 -2.850 0.0 0.0 0.0
H -0.795 -1.757 -4.173 0.0 0.1 0.0
H -2.483 -2.310 -2.304 -0.1 -0.2 -0.1
B -2.685 3.526 0.505 0.0 -0.1 0.0
C -2.990 1.999 0.818 0.0 -0.3 0.0
N -3.144 0.860 1.008 -0.5 1.0 0.1
H -3.060 3.734 -0.634 0.0 0.0 0.0
H -1.478 3.657 0.608 0.0 0.0 0.0
H -3.281 4.215 1.310 0.0 0.0 0.0
C 4.894 0.707 0.060 0.0 0.0 0.0
C 4.091 1.927 -0.413 0.0 0.0 0.0
C 4.154 3.014 0.669 0.0 0.0 0.0
C 4.759 2.476 -1.673 0.0 0.0 0.0
C 2.638 1.515 -0.658 0.0 -0.1 0.1
C 2.055 1.539 -1.919 -0.1 0.0 0.0
C 0.733 1.113 -2.134 0.2 0.1 0.0
C 0.021 0.658 -1.056 -0.1 0.1 0.0
O -1.224 0.137 -1.011 -0.3 0.0 0.3
B -1.536 -0.191 0.387 1.7 -0.7 -0.3
O -0.305 0.178 1.112 -0.5 -0.1 -0.1
C 0.578 0.661 0.221 0.1 0.1 0.0
C 1.872 1.067 0.437 0.1 0.1 -0.1
H 5.937 0.981 0.244 0.0 0.0 0.0
H 4.872 -0.082 -0.695 0.0 0.0 0.0
H 4.481 0.296 0.982 0.0 0.0 0.0
H 5.191 3.311 0.850 0.0 0.0 0.0
H 3.733 2.668 1.612 0.0 0.0 0.0
H 3.589 3.895 0.360 0.0 0.0 0.0
H 5.790 2.759 -1.445 0.0 0.0 0.0
H 4.241 3.360 -2.048 0.0 0.0 0.0
H 4.786 1.733 -2.472 0.0 0.0 0.0
H 2.618 1.898 -2.770 0.0 0.0 0.0
H 0.292 1.130 -3.122 0.0 0.0 0.0
H 2.276 1.038 1.441 0.0 0.0 0.0
```
Forces are in eV/Å.

Values from the calculation:
2S+1: 5
⟨S²⟩: 6.05
Lowest unoccupied orbital energy (alpha / beta) in eV: 3.6 / 3.6
Kohn-Sham gap (alpha / beta) in eV: 4.538 / 5.544
Total charge: -2
Molecular weight in g mol⁻¹: 521.2
Max |F| in hartree/bohr: 0.0361
HOMO energy (alpha / beta) in eV: -0.91 / -1.91

***

Record 5
A single C19H21BrFN3O3S molecule, computed with ωB97M-V/def2-TZVPD.

XYZ file:
```
49
Properties=species:S:1:pos:R:3:forces:R:3
O -1.482 -0.916 -3.939 -0.1 -0.3 0.0
C -1.028 0.017 -3.304 0.2 0.3 -0.1
N 0.239 0.477 -3.466 -0.1 0.2 0.0
H 0.646 1.051 -2.738 -0.3 -0.1 -0.1
C 1.224 -0.274 -4.207 0.0 0.0 -0.1
C 1.883 -1.361 -3.357 -0.1 0.3 0.5
H 2.750 -1.784 -3.855 0.1 -0.1 0.1
H 1.182 -2.152 -3.112 -0.1 -0.1 0.0
S 2.513 -0.735 -1.754 -0.2 -0.7 -0.2
O 3.920 -0.975 -1.689 0.3 -0.2 0.1
O 2.084 0.633 -1.558 0.0 0.0 0.0
N 1.777 -1.790 -0.675 0.5 0.3 -0.8
C 2.466 -1.921 0.597 0.5 0.2 0.4
H 3.533 -1.962 0.382 0.0 -0.1 0.2
C 2.149 -0.746 1.522 0.3 -0.1 0.0
N 0.711 -0.652 1.712 0.0 -0.3 0.0
C 0.217 -0.007 2.844 -0.1 0.0 0.3
C -0.731 1.017 2.785 0.2 -0.1 -0.1
C -1.266 1.580 3.930 -0.1 0.1 0.1
C -0.864 1.149 5.180 0.0 0.0 -0.1
C 0.078 0.138 5.275 0.1 -0.1 -0.1
C 0.591 -0.425 4.127 0.0 0.1 0.1
F 1.482 -1.441 4.272 -0.2 0.1 -0.1
H 0.412 -0.235 6.231 0.1 -0.1 0.1
H -1.278 1.588 6.074 0.0 0.0 0.1
H -2.001 2.365 3.838 -0.1 0.1 0.0
H -1.045 1.394 1.825 0.0 0.0 -0.1
C 0.028 -0.442 0.455 -0.1 -0.1 -0.1
H -1.050 -0.429 0.626 0.0 0.0 0.0
C 0.354 -1.607 -0.484 -0.6 0.4 0.0
H -0.118 -1.444 -1.452 -0.1 -0.1 0.0
H -0.036 -2.536 -0.056 0.0 0.1 -0.1
H 0.333 0.501 -0.024 -0.2 -0.1 0.1
H 2.648 -0.892 2.477 0.0 0.0 -0.1
H 2.534 0.177 1.058 0.0 0.0 0.1
H 2.144 -2.860 1.056 0.0 0.0 -0.1
H 1.981 0.425 -4.568 -0.1 -0.1 -0.1
H 0.717 -0.740 -5.057 0.2 0.0 0.1
C -1.816 0.735 -2.256 -0.3 0.0 0.2
C -2.874 0.047 -1.668 0.1 0.0 -0.2
C -3.592 0.605 -0.628 0.0 0.1 0.1
C -3.250 1.872 -0.183 0.0 0.1 0.1
C -2.226 2.591 -0.780 -0.1 0.1 0.2
C -1.509 2.020 -1.815 -0.1 -0.2 -0.1
H -0.723 2.592 -2.284 0.1 0.1 0.0
H -1.989 3.585 -0.432 0.0 0.1 0.0
Br -4.195 2.639 1.279 0.1 -0.1 -0.2
H -4.404 0.066 -0.164 0.0 0.0 0.0
H -3.119 -0.938 -2.037 0.0 -0.1 0.0
```
Forces are in eV/Å.

Values from the calculation:
Lowest unoccupied orbital energy in eV: 0.2
Kohn-Sham gap in eV: 8.331
Total charge: 0
Molecular weight in g mol⁻¹: 470.4
Max |F| in hartree/bohr: 0.0200
HOMO energy in eV: -8.13
SMILES: O=C(NCCS(=O)(=O)N1CCN(c2ccccc2F)CC1)c1ccc(Br)cc1

***

DFT total energy for the records above, in order: -30081.92919 -38592.48557 -73730.88644 -93872.96061 -114252.22414 eV